Entry 1:
C4H7BrNO2 | ωB97M-V with the def2-TZVPD basis set

Structure (XYZ):
```
15
Properties=species:S:1:pos:R:3:lowdin_charge:R:1
C -1.15753 -0.41271 -1.50996 -0.175
C -0.52148 -0.25903 -0.15970 -0.517
Br -0.55166 -2.47045 0.55145 0.106
N 0.71528 0.31659 0.08817 -0.105
C 1.09635 0.47674 1.44443 -0.150
C 2.07583 0.04363 -1.00234 -0.658
O 1.87355 -0.20986 -2.15145 0.040
O 3.02839 0.17135 -0.30155 0.011
H -0.90538 -1.05340 -2.33101 0.064
H -2.19984 -0.54272 -1.19459 0.061
H -1.15610 0.53276 -1.99559 0.060
H -1.33616 0.01071 0.56803 0.087
H 0.91042 -0.34835 2.11199 0.054
H 2.14690 0.69687 1.47378 0.068
H 0.53906 1.27035 1.82557 0.054
```

Its HOMO energy is -4.6 eV. As for the LUMO energy: 3.74 eV. The SMILES is C[C@@H](Br)N(C)C(=O)[O-]. As for the net charge: -1. The relative energy (zero: lowest compared OMol25 entry of this formula, charge and spin) is 1.672 eV. For the largest force on an atom, the calculation gives 4.27 eV Å⁻¹.

---

Entry 2:
C4H11AgF6NO10S2 | ωB97M-V with the def2-TZVPD basis set

Structure (XYZ):
```
35
Properties=species:S:1:pos:R:3:lowdin_charge:R:1
Ag 0.15751 0.43263 -0.02763 1.103
C -0.32491 -3.37960 -1.96555 -0.631
F 0.55467 -3.48575 -2.99467 0.120
F -1.07758 -4.42498 -2.14327 0.171
F 0.30184 -3.61229 -0.81006 0.127
S -1.33492 -1.68591 -2.12161 0.703
O -0.55358 -0.91452 -3.05461 -0.298
O -2.63895 -2.04183 -2.68810 -0.241
N -1.32891 -1.06257 -0.47450 -0.374
S -2.55686 -1.91814 0.09483 0.615
O -3.86921 -1.40898 -0.32035 -0.275
O -2.47520 -3.36827 -0.03997 -0.269
C -2.45871 -1.74988 2.08625 -0.590
F -1.33222 -2.30586 2.43629 0.145
F -2.58897 -0.41779 2.51737 0.068
F -3.40588 -2.49461 2.62259 0.177
C 3.29637 3.86168 0.82865 0.074
C 2.09484 3.00113 1.21337 -0.567
O 1.76953 3.05681 2.41301 0.325
O 1.56733 2.36919 0.26063 -0.028
H 3.09072 4.11944 -0.21028 0.110
H 4.19524 3.24644 0.78841 0.115
H 3.33692 4.82024 1.34596 0.106
O -0.99746 1.75600 1.51799 -0.059
H -0.50394 1.81510 2.33602 0.051
H -1.44769 2.59780 1.44799 0.082
O 1.31707 -0.71250 1.48836 -0.046
H 1.87847 -1.40700 1.14379 0.078
H 1.03335 -1.03540 2.34362 0.077
O 1.81613 -0.09839 -1.52252 -0.069
H 2.71111 -0.40540 -1.37763 0.073
H 1.66270 -0.23837 -2.45692 0.058
O -0.53056 1.98898 -1.51216 -0.058
H -1.15613 2.35581 -2.13693 0.093
H -0.20212 2.74681 -1.02838 0.035
```

Its HOMO energy (spin up / spin down) is -13.2 / -13.1 eV. As for the LUMO energy (spin up / spin down): -3.58 / -8.33 eV. The expectation value of S² is 2.007. As for the net charge: +1. The spin multiplicity is 3. For the largest force on an atom, the calculation gives 7.00 eV Å⁻¹.

---

Entry 3:
C4H4 | ωB97M-V with the def2-TZVPD basis set

Structure (XYZ):
```
8
Properties=species:S:1:pos:R:3:lowdin_charge:R:1
C 0.74943 0.64110 -0.00188 -0.157
C -0.75026 0.64098 -0.00306 -0.156
C -0.91935 -0.67526 0.00083 0.020
C 0.91918 -0.67492 -0.00009 0.020
H 1.45585 1.45543 0.01345 0.082
H -1.45471 1.45763 0.00314 0.082
H -1.67959 -1.42278 -0.00159 0.054
H 1.67944 -1.42217 -0.01080 0.054
```

Its HOMO energy is -8.2 eV. As for the LUMO energy: 0.72 eV. The SMILES is C1=CC=C1. As for the net charge: 0. The relative energy (zero: lowest compared OMol25 entry of this formula, charge and spin) is 1.957 eV. For the largest force on an atom, the calculation gives 3.26 eV Å⁻¹.

---

Entry 4:
C9H15N3O4 | ωB97M-V with the def2-TZVPD basis set

Structure (XYZ):
```
31
Properties=species:S:1:pos:R:3:lowdin_charge:R:1
N -4.39491 0.61954 0.01772 0.173
C -3.28169 0.70382 -0.76683 -0.554
O -2.79940 1.79964 -0.93411 0.064
C -2.62586 -0.56426 -1.18673 -0.039
C -1.35726 -0.78972 -0.32054 -0.202
N -0.27538 -1.77093 -0.57619 0.150
C 1.08927 -1.52518 -0.57717 -0.393
O 1.92372 -2.47078 -0.41804 0.036
C 1.59352 -0.16454 -0.49188 -0.249
C 3.01207 0.04613 -0.79633 -0.143
C 3.30547 1.35081 -0.01808 -0.127
C 2.17279 1.52678 1.06737 -0.162
N 1.49541 0.24756 1.04753 0.000
C -1.79643 -0.89273 1.13466 -0.436
O -2.82174 -1.36663 1.59098 0.095
O -0.76600 -0.39645 1.92666 0.021
H -4.49109 -0.17442 0.56645 0.054
H -4.55985 1.51436 0.52166 0.139
H -2.46097 -0.56170 -2.25108 0.127
H -3.21035 -1.43874 -0.93857 0.116
H -0.83503 0.12945 -0.41425 0.112
H -0.35600 -2.71807 -0.21817 0.157
H 0.96570 0.42520 -1.12106 0.149
H 3.26943 0.26254 -1.88516 0.156
H 3.46768 -0.78225 -0.37704 0.086
H 3.20845 2.15843 -0.77710 0.110
H 4.34897 1.40666 0.29216 0.105
H 1.44911 2.32522 0.92411 0.124
H 2.49780 1.68695 2.04817 0.097
H 2.11391 -0.50229 1.52839 0.192
H 0.11868 -0.08440 1.40244 0.042
```

Its HOMO energy is -10.0 eV. As for the LUMO energy: 0.61 eV. The SMILES is NC(=O)C[C@H](NC(=O)[C@@H]1CCCN1)C(=O)O. As for the net charge: 0. The relative energy (zero: lowest compared OMol25 entry of this formula, charge and spin) is 1.571 eV. For the largest force on an atom, the calculation gives 4.25 eV Å⁻¹.

---

Q: Which calculated total energy values were calculated for the entries above? A: -2935.9249 -2508.2302 -154.6486 -817.1715, in Ha.